No. 1
Below is a molecular structure, C14H24BrN5O6Rh, with properties calculated with ωB97M-V/def2-TZVPD.

Output
**Charge**: +1
**Lowest unoccupied orbital energy (spin up / spin down)**: -4.04 / -5.27 eV
**2S+1**: 5
**Expectation value of S²**: 6.120
**ΔE to the lowest compared entry with this formula, charge and spin**: 1.0699 eV

Geometry (Å):
O 2.749 0.395 -2.609
H 3.342 0.919 -3.235
Rh -0.069 0.294 -0.298
N 1.373 1.628 0.091
N 1.546 -0.848 0.527
N -1.883 0.603 -1.128
N -1.047 -1.627 -0.355
O 1.150 2.862 -0.018
O -2.255 1.810 -1.357
O -0.616 -2.799 0.107
O 1.579 -2.086 0.929
C 2.685 -0.172 0.757
C 2.622 1.191 0.427
C -2.738 -0.427 -1.345
C -2.305 -1.664 -0.815
C 3.763 2.132 0.424
H 4.228 2.192 -0.573
H 4.542 1.785 1.108
H 3.429 3.132 0.718
C 3.798 -0.906 1.409
H 4.176 -1.744 0.799
H 3.489 -1.326 2.381
H 4.635 -0.229 1.598
C -4.056 -0.183 -1.982
C -3.183 -2.857 -0.652
H -3.981 0.658 -2.685
H -4.847 0.045 -1.247
H -4.394 -1.072 -2.535
H -2.711 -3.607 -0.011
H -3.425 -3.326 -1.615
H -4.128 -2.543 -0.189
H -0.454 2.061 -1.957
H 0.383 -2.537 0.478
C 1.772 -1.403 -2.825
H 2.617 -1.832 -2.309
H 1.793 -0.922 -3.785
H 0.838 -1.931 -2.399
O 0.198 1.289 -2.080
H 2.066 1.108 -2.392
H -0.196 0.567 -2.615
Br -1.374 -1.133 5.051
C -1.426 0.136 3.658
C -2.065 1.367 3.800
C -2.031 2.270 2.737
C -1.362 1.925 1.582
N -0.814 0.712 1.474
C -0.793 -0.191 2.464
H -2.572 1.594 4.730
H -2.498 3.239 2.739
H -1.269 2.591 0.729
H -0.281 -1.139 2.294

***

No. 2
Below is 7 unconnected molecules or ions with the total composition C14H24Cl6O19S4, with properties calculated with ωB97M-V/def2-TZVPD.

Output
**Lowest unoccupied orbital energy**: -0.06 eV
**SMILES**: C[C@H]1COC(=O)O1.O=S1(=O)OCCO1.O=S1(=O)OCCO1.O=S1(=O)OCCO1.O=S1(=O)OCCO1.ClC(Cl)Cl.ClC(Cl)Cl
**ΔE to the lowest compared entry with this formula, charge and spin**: 4.1221 eV

Geometry (Å):
C 6.938 -25.019 8.969
Cl 7.000 -24.652 7.164
Cl 8.193 -23.967 9.841
Cl 7.118 -26.773 9.248
H 5.944 -24.663 9.242
C 12.188 -21.662 3.908
Cl 11.849 -19.938 4.242
Cl 13.726 -22.003 4.804
Cl 12.241 -21.960 2.129
H 11.313 -22.265 4.154
C 16.754 -21.709 -3.382
C 16.552 -20.324 -4.081
C 17.145 -20.290 -5.479
O 15.987 -20.179 -6.318
C 14.841 -19.889 -5.549
O 13.692 -19.860 -5.953
O 15.216 -19.951 -4.231
H 17.731 -21.797 -2.907
H 16.928 -22.535 -4.072
H 16.066 -21.997 -2.587
H 17.080 -19.628 -3.429
H 17.800 -21.094 -5.815
H 17.985 -19.599 -5.410
C 15.397 -17.525 10.593
C 14.017 -17.960 10.113
O 13.128 -16.943 10.509
S 13.859 -15.554 10.787
O 13.835 -15.258 12.205
O 13.433 -14.523 9.851
O 15.320 -16.192 10.368
H 16.104 -17.979 9.899
H 15.456 -17.819 11.640
H 13.738 -18.995 10.315
H 13.927 -17.907 9.028
C 16.393 -29.766 5.577
C 16.554 -28.281 5.901
O 15.302 -27.992 6.566
S 14.070 -28.722 5.827
O 13.370 -27.684 5.026
O 13.322 -29.548 6.797
O 15.146 -29.724 5.004
H 16.448 -30.407 6.457
H 17.004 -30.001 4.706
H 16.802 -27.718 5.001
H 17.252 -28.173 6.731
C 7.127 -18.749 -1.840
C 8.617 -18.768 -1.319
O 8.474 -18.071 -0.098
S 7.162 -18.721 0.735
O 6.503 -17.756 1.620
O 7.334 -20.025 1.259
O 6.325 -18.854 -0.710
H 6.914 -19.514 -2.587
H 6.913 -17.758 -2.241
H 9.293 -18.058 -1.795
H 9.137 -19.726 -1.313
C 6.282 -18.695 9.460
C 6.517 -19.175 7.959
O 5.379 -19.705 7.473
S 4.063 -19.561 8.438
O 3.311 -20.812 8.463
O 3.329 -18.333 8.017
O 5.052 -19.336 9.771
H 6.161 -17.650 9.747
H 6.903 -18.964 10.314
H 7.292 -19.928 7.817
H 6.776 -18.373 7.268

***

No. 3
Below is 5 unconnected molecules or ions with the total composition C14H24Cl6O6, with properties calculated with ωB97M-V/def2-TZVPD.

Output
**Lowest unoccupied orbital energy**: 0.15 eV
**SMILES**: C[C@H]1COC(=O)O1.C[C@H]1COC(=O)O1.ClCCCl.ClCCCl.ClCCCl
**ΔE to the lowest compared entry with this formula, charge and spin**: 2.0427 eV

Geometry (Å):
C 4.438 -1.992 3.093
C 4.535 -0.949 4.167
C 3.788 0.399 3.907
O 2.907 0.522 5.013
C 3.104 -0.476 5.906
O 2.505 -0.633 6.950
O 4.011 -1.339 5.431
H 5.013 -2.912 3.200
H 4.626 -1.609 2.090
H 3.467 -2.478 2.989
H 5.600 -0.715 4.188
H 3.295 0.351 2.936
H 4.530 1.195 3.962
C -2.876 -3.574 4.295
C -4.181 -3.500 5.059
C -4.182 -2.635 6.360
O -4.984 -1.521 6.089
C -5.650 -1.797 4.932
O -6.483 -1.073 4.456
O -5.150 -2.822 4.269
H -2.106 -4.189 4.762
H -2.540 -2.564 4.064
H -3.128 -4.081 3.364
H -4.598 -4.470 5.330
H -3.213 -2.327 6.753
H -4.552 -3.265 7.168
Cl -4.871 7.889 -3.100
C -3.281 7.823 -2.183
C -2.177 8.732 -2.903
Cl -2.422 10.438 -2.702
H -2.973 6.778 -2.200
H -3.473 8.144 -1.159
H -2.115 8.518 -3.970
H -1.187 8.478 -2.525
Cl -1.754 -1.071 -4.992
C -1.062 -2.132 -3.756
C -1.304 -1.483 -2.341
Cl -0.656 0.143 -2.059
H -0.004 -2.218 -4.001
H -1.419 -3.141 -3.963
H -0.691 -2.197 -1.790
H -2.331 -1.505 -1.976
Cl 4.984 -1.504 -7.688
C 4.534 -0.212 -8.768
C 3.952 -0.795 -10.153
Cl 2.389 -1.711 -9.986
H 5.462 0.351 -8.872
H 3.755 0.370 -8.276
H 4.788 -1.319 -10.617
H 3.682 0.075 -10.751

***

Table of strongest force on any atom (eV Å⁻¹), in record order: 5.37, 4.64, 3.19